This record from the OMol25 dataset describes a cluster of 2 separate species, C7H15N2P in total. The level of theory is the ωB97M-V functional and the def2-TZVPD basis.

The charge is 0. The value obtained for the largest force on an atom is 5.9 eV/Å. The HOMO energy is -8.0 eV. For the orbital gap, the calculation gives 8.66 eV.

Last column: Mulliken charge in e.
Positions of all 25 atoms, in Å:
C  1.582  -0.295  -2.167  -1.0352
C  -3.886  -0.741  0.960  -1.0442
H  2.003  -0.690  2.133  0.3039
C  1.182  -1.294  0.109  -0.0755
H  0.769  -2.087  -0.514  0.3370
H  0.520  0.120  -2.405  0.1954
H  0.511  -1.595  2.162  0.2185
H  1.988  -2.441  1.638  0.2892
H  -1.960  -1.820  0.684  -0.0119
H  0.024  3.847  0.179  0.3053
H  -4.431  -1.583  1.241  0.4106
P  -2.461  -0.782  -0.196  0.0234
H  1.659  3.401  -0.035  0.2860
C  1.705  -0.353  -0.641  -0.0499
H  2.500  0.327  -2.496  0.2787
N  -1.824  0.563  0.649  -0.6282
H  -4.594  -0.025  0.559  0.3352
C  0.649  3.250  -0.488  -0.9906
H  1.675  -1.339  -2.411  0.3943
N  -0.993  1.348  0.165  0.4209
H  2.341  0.537  -0.193  0.2440
H  -3.485  -0.363  1.847  0.3310
C  -0.032  2.015  -0.026  0.2857
H  0.638  3.655  -1.532  0.2836
C  1.445  -1.433  1.493  -1.1073